1.
213
Properties=species:S:1:pos:R:3:forces:R:3 method="wB97M-V/def2-TZVPD" charge=+5
O -0.98213 4.06896 -0.78049 4.0411 2.7334 -5.6517
O -4.10441 -2.15205 4.68511 0.9928 1.0312 0.1432
O 0.42876 0.57587 -7.57523 0.6320 -5.1051 3.3709
O -5.48067 0.40571 -0.05274 -1.2765 7.1110 2.7665
O -3.60283 -6.65914 -2.82262 5.2406 5.0573 4.7494
O -2.08953 -1.08909 4.57020 0.5847 0.7396 -0.1697
O 0.67786 -0.94789 -0.94932 0.0117 0.3775 -0.8750
O 2.31642 -1.98282 4.93945 0.4018 -3.1018 -5.7174
O 0.87147 -0.49206 1.17547 0.5081 0.9802 1.6695
O -2.37052 1.45318 -5.49643 0.9826 0.4685 0.0359
O -1.73778 2.72194 -3.70968 1.2727 1.8755 0.4806
N -2.79053 -5.79134 -2.14976 -4.5974 -3.9535 -7.1601
N 2.42912 -2.76064 3.89883 0.8353 1.6513 8.4791
N -5.61981 1.64232 0.37869 2.4939 -5.9626 -2.5832
N 0.54996 -0.49410 -6.90833 -0.8780 4.4232 -2.5566
N -0.17527 4.54631 -1.70528 -2.3281 -1.6370 5.9382
N 5.88539 1.93603 0.13630 -0.5638 -2.3436 0.8686
N 4.79236 0.28763 -0.82190 1.3515 1.0872 -0.8222
N 0.01691 2.30677 3.86470 0.1515 1.1845 0.0671
N 3.12500 2.48915 10.12433 -0.0301 0.0268 0.4256
C 3.32086 -3.13321 1.70427 0.5004 0.0317 0.8796
C -6.47214 3.16672 2.27547 -0.1227 -0.0166 -0.7028
C 1.59594 3.35547 8.54709 0.3329 0.7202 1.2555
C 3.51195 1.53006 9.27760 -0.8089 -0.5196 -1.4974
C -0.61808 -5.13592 -3.32933 -1.1712 0.5456 -0.0123
C 0.39418 -2.99779 -6.91316 -0.1907 -1.7410 0.3265
C 0.19208 7.00538 -1.33658 2.0370 -0.0166 1.1356
C 3.69988 2.49419 11.49803 -0.5440 0.2528 -0.0141
C 2.89188 1.41217 8.01574 0.9785 0.1728 1.4595
C 3.88487 0.86127 0.01512 1.7043 0.5514 1.5048
C 1.74747 4.13914 -3.13925 2.1167 0.3672 -0.6390
C 0.19631 -0.52906 0.12794 0.0618 -1.7845 -0.9871
C 1.66315 -0.53172 -5.78099 1.2087 -2.1578 -0.8495
C -2.46361 0.58557 -3.31603 -0.4421 -0.4172 0.2914
C 1.02079 3.48796 5.65277 -0.9038 0.1861 -0.9650
C 1.50020 -4.60497 2.59594 0.2825 1.0461 -0.6671
C -6.33652 0.67740 2.52444 -0.2763 -1.2173 -0.0449
C 3.73246 -2.64909 3.14532 0.0193 -0.0647 -2.6694
C -1.89583 6.19144 -2.32992 -1.2379 0.1292 -0.2319
C -2.13303 1.70578 -4.30190 -1.9903 -1.5657 -0.7454
C 2.25865 -1.99546 -5.67964 -0.6883 0.5871 1.3798
C 4.14542 -1.19922 3.12380 0.0858 1.2203 0.3745
C -3.04998 -2.12697 2.64146 1.6678 0.5871 -0.5774
C 1.99069 -5.08388 5.04547 2.2096 2.2961 0.7724
C 1.18979 3.90351 -1.76613 0.2883 -1.2226 0.7801
C 1.51949 -4.00814 4.03140 -1.4217 -1.1666 -3.2340
C 0.28104 1.13783 4.46124 0.5956 -0.1147 0.9750
C -1.04547 -7.54527 -2.52334 0.8855 -0.2654 -1.5054
C 1.93231 2.33204 7.70264 -0.6642 0.0404 -2.4233
C -5.72422 2.40192 -2.05208 -0.2152 -0.9368 -1.0116
C 0.28995 3.51952 4.45516 1.7110 -1.8075 1.7374
C 6.94189 2.83632 0.57747 -0.0220 0.8101 0.1952
C 2.87585 0.27865 -6.22513 -1.2308 1.7304 0.2489
C 2.07121 4.46699 -0.58756 -0.8665 1.5348 -0.6517
C 0.92672 1.11344 5.70173 0.1060 -0.0173 0.2376
C 1.28456 2.27709 6.34206 -0.1550 1.5042 -0.4415
C 1.80517 5.55061 -3.71900 -3.4025 0.5491 0.0714
C -6.21567 4.36929 1.35952 0.6489 -1.0691 -0.1705
C -1.18472 -4.36049 -0.38789 -0.8833 0.7385 0.3503
C -4.87142 -4.65166 -1.44922 -1.2616 -0.7326 -0.0079
C 4.63366 1.77367 0.72899 -0.8801 1.2912 -0.2564
C -3.81733 3.04659 -0.58367 0.2617 -0.6804 -0.1472
C 4.44150 -0.81318 -1.72335 -0.3783 -1.4066 1.7033
C 6.00284 0.91626 -0.69686 -1.2873 -0.5113 -1.7400
C -0.38689 5.98478 -2.29715 -1.0116 -0.3295 -0.1980
C -1.30466 -0.25236 0.15967 0.2487 0.5363 0.7213
C 0.10930 -3.51405 4.32493 0.1323 0.6824 1.1382
C -3.43814 -4.48374 -1.81359 0.0914 0.8561 2.6311
C 2.21691 3.42417 9.77873 -0.9780 -0.6808 -0.4919
C -1.24466 -6.04067 -2.27511 0.5083 -2.0545 1.0098
C -3.40030 -3.42486 -2.89326 1.4490 0.5442 -1.3761
C 1.05216 -0.06935 -4.45716 -0.4217 0.1124 -0.1246
C 1.21643 -3.09210 -5.63029 -0.0147 1.4273 -1.0463
C -2.72511 -4.09377 -0.47627 0.6800 -1.3241 0.5052
C 2.79591 -4.54071 1.76184 -0.7034 -0.7071 -0.2463
C -0.36268 -1.67664 -7.31221 0.4952 -2.0428 -0.0440
C -1.75684 -1.70250 -6.57888 0.5469 2.2414 -0.8560
C -3.07793 -1.72020 4.11084 -2.0685 -2.0218 0.8090
C -0.71892 -5.77224 -0.87717 -1.0975 1.1936 0.2446
C -4.15076 2.09142 2.25879 0.4986 0.1406 0.3076
C 1.16840 2.34474 -1.57460 -0.0433 0.4405 0.1538
C -0.20682 2.27342 2.41855 -1.2976 -0.0587 -0.5679
C 0.31177 6.11234 -3.69564 0.4577 -0.8163 0.4546
C -5.31117 2.74720 -0.61996 -1.2270 1.0544 0.0943
C 5.49092 -1.90750 -1.54109 0.4408 -0.1143 -1.6570
C -5.61051 1.90490 1.92518 -2.7388 -1.5544 0.2448
C -6.11637 3.96493 -0.14795 -1.4827 0.5093 0.1958
C -0.45012 -1.67944 -8.86181 -0.1663 1.2932 0.2028
C 4.84598 -3.56288 3.74157 -0.4868 -0.0216 0.6025
H -6.72382 2.69390 -2.37478 -0.1905 0.1552 0.6844
H -5.66864 1.34282 -2.30555 0.1522 -0.1215 0.4025
H 4.22042 -0.52348 -2.74945 0.4870 0.2482 0.0469
H 3.16641 0.68655 7.26478 0.2893 -0.2656 0.3969
H -1.87859 -1.07399 -0.26659 0.1283 0.1369 -0.2437
H 3.00593 3.92246 -0.46501 -0.4338 -0.5236 0.0611
H -5.26951 -3.76678 -0.95251 0.4767 0.1824 0.0554
H -3.53565 3.37097 -1.58448 0.0613 -0.0415 0.0653
H -6.31415 3.53094 3.29145 0.6055 -0.5784 0.1705
H 0.92296 -3.90993 1.98230 -0.7662 -0.0856 0.3167
H 0.18031 -3.09068 5.32685 -0.7028 0.0426 0.0409
H -6.78716 0.85094 3.50131 0.5849 0.4073 0.1617
H 3.55435 -5.28432 2.00402 -0.0094 0.0576 0.0252
H 0.38284 1.92062 -2.19923 0.1159 -0.2726 0.0552
H 3.04506 -5.29290 4.85851 -0.2000 -0.8792 -0.5631
H -3.41695 1.51866 1.69196 -0.3301 0.1071 -0.5132
H -5.07988 2.85117 -2.80770 0.2570 0.2712 0.3902
H -3.62545 -1.36780 2.10935 -0.0424 -0.1654 -0.3933
H -2.12193 7.05061 -2.96254 0.1719 -0.2857 -0.5102
H -1.28017 -5.18572 -4.19425 0.3151 0.4263 -0.3057
H -5.30565 4.82143 1.75719 0.1652 0.3389 -0.4970
H 2.47914 1.27182 -6.44236 0.5412 0.3276 0.0390
H -1.20004 -7.82334 -3.56700 -0.9555 -0.0190 0.0666
H -3.01480 -3.12258 -0.07469 0.2859 0.4037 -0.7527
H -3.28440 -0.09102 -3.55861 0.0004 0.1016 -0.6849
H 6.85252 0.69791 -1.32564 0.0379 0.0114 0.1226
H -3.18042 -4.70880 0.30345 -0.1036 -0.4710 -0.1532
H -3.98801 -2.53926 -2.65222 0.0632 -0.2017 0.8070
H 1.29039 3.41166 -3.81048 -0.1690 0.2940 -0.2402
H -7.53061 2.90799 2.32036 0.0051 -0.3081 -0.5227
H -0.28513 7.97049 -1.49716 -0.0947 -0.1628 0.0709
H 0.26640 6.74944 -0.27833 -1.3030 -0.1425 0.1581
H -1.61613 -0.14143 1.19865 -0.1380 -0.0620 -0.0198
H -4.04492 3.16804 2.13294 0.9896 -0.1235 0.3475
H 0.94732 -3.48405 -7.71794 0.3038 0.8355 -0.3925
H -7.02304 5.06656 1.58011 0.0704 0.1871 -0.5836
H 1.18715 1.91067 -0.57341 -1.1143 0.6892 0.4390
H 0.54175 -1.43845 -9.24441 0.0839 -0.6255 -0.2285
H -0.97410 -4.15817 0.66320 0.2671 -0.4726 0.1141
H -2.47843 5.31712 -2.62184 0.4355 -0.0672 -0.7873
H 0.53388 -0.86114 -3.91582 -0.2329 -0.0539 -0.2677
H -2.27878 -2.63413 -6.78719 0.4339 -0.1595 0.4043
H -0.36697 5.61647 -4.39026 0.3425 -0.1778 -0.2735
H -1.55149 -0.01281 -3.29515 0.0198 -0.0956 0.8689
H -1.98904 -2.02947 2.39711 0.0580 0.1840 -0.7419
H -7.11459 3.72361 -0.51773 -0.3463 0.2798 0.3840
H 2.79676 3.85569 -3.02908 0.0786 -0.4727 -0.1155
H 5.73181 -2.23065 -0.52964 -0.2233 0.5020 0.1282
H 0.85687 4.11549 8.34023 -0.1165 -0.1614 -0.2177
H -0.31379 -3.80195 -6.70204 -0.8655 0.4296 -0.5460
H 0.95917 -5.54906 2.64173 0.3465 -0.1287 -0.1438
H 1.36801 -5.96688 5.16709 -0.1561 0.2950 -0.4448
H -3.82566 -3.68883 -3.86239 0.1026 -0.7047 0.0752
H -0.64842 -4.29727 4.32316 0.4279 -0.3772 0.1432
H 2.57405 -2.45385 1.28782 -0.1674 0.1318 0.0927
H -1.47038 -8.27317 -1.83372 -0.6379 0.4438 -0.0366
H 4.66091 -0.88640 4.03233 -0.2655 -0.0638 0.2093
H -0.82634 1.40694 2.19465 0.5909 -0.2579 -0.1009
H 7.77426 2.38395 1.11512 -0.4057 -0.4530 0.1375
H 0.40286 -5.36392 -3.63296 -0.1453 -0.7979 0.3175
H 6.38622 -1.56245 -2.06092 0.3771 -0.1589 0.3524
H 0.02306 0.20999 3.96700 -0.2719 0.0298 -0.3498
H 5.81218 -3.27961 3.32402 -0.2006 0.3249 -0.2206
H 3.28986 -0.54825 2.93625 -0.2497 -0.0871 0.2568
H -1.67288 -1.33123 -5.55728 -0.0212 -0.7820 0.3146
H 7.39515 3.35735 -0.26508 -0.3483 0.0358 -0.1052
H 1.70464 -4.06433 -5.57357 -0.2233 -0.0550 0.1050
H 1.27198 7.12418 -1.44627 -0.0056 0.3223 -0.9233
H 0.50196 -2.94054 -4.81990 0.3781 -0.0830 0.4408
H 1.81412 0.24589 -3.74395 0.3154 0.0566 -0.3412
H -0.80584 3.10680 2.05069 0.2252 0.3814 0.4380
H 3.50711 -1.15917 -1.27740 -0.2902 -0.0539 -0.3654
H 4.82496 -0.88466 2.33084 0.1507 -0.9281 -0.2792
H -5.49251 -4.75398 -2.33892 -0.1082 -0.5662 0.1656
H 4.23420 3.43758 11.59864 0.4945 -0.4008 0.1880
H 1.78847 4.10636 10.49909 0.7472 0.1072 0.4200
H 4.91628 -3.42167 4.82044 -0.0082 0.0142 0.0355
H -3.92653 1.72918 3.26308 -0.5668 0.3938 0.3386
H -2.43958 6.48512 -1.43006 0.9522 -0.0080 0.7231
H -0.86579 -2.60249 -9.26295 0.3690 -0.2130 0.3417
H -3.36180 2.07259 -0.40590 0.8223 0.4187 0.0880
H 0.37994 0.77549 -4.61322 -0.1028 0.0228 0.0380
H -3.32636 -3.13970 2.35156 -0.6038 0.0714 0.5480
H 4.14785 -3.16253 0.99431 0.4185 0.4425 0.4313
H 4.38351 2.37962 1.58606 -0.1736 0.0857 -0.2003
H 2.75860 -1.97870 -4.70850 0.2424 0.1535 0.0762
H 0.01162 -7.82122 -2.51417 0.3688 0.7420 0.5744
H 6.40242 3.53780 1.21201 0.5363 0.2528 0.0312
H 0.40798 7.15521 -3.99702 -0.5748 0.1476 0.3628
H 3.05788 -2.14070 -6.40530 -0.3849 -0.1650 -0.3226
H -2.37176 -3.10163 -3.05562 -0.1002 0.2430 -0.1535
H -1.07073 -0.88986 -9.28676 -0.2317 0.1220 0.4628
H 4.24609 1.56105 11.61529 0.3976 0.4548 0.1443
H 2.88111 0.47637 0.14232 -0.1385 -0.1050 0.0970
H 0.35822 -5.93478 -0.87913 -0.0088 0.2378 0.0151
H 3.46297 -0.03573 -7.08612 -0.3382 -0.4567 0.0651
H 0.76232 2.26551 1.92322 -0.1674 -0.2973 -0.0680
H 2.39145 6.31217 -3.20596 0.4386 -0.5300 0.2210
H 3.49989 0.33853 -5.33397 0.1810 0.0580 -0.1799
H -2.78025 1.06621 -2.39065 0.6861 -0.3411 0.3788
H 1.43828 4.56841 0.29418 0.2877 -0.6521 0.3055
H 2.89023 2.49861 12.22751 -0.1118 -0.0418 -0.1453
H -5.83118 4.80045 -0.78808 0.2622 0.0757 0.1439
H 4.73138 -4.62589 3.53808 -0.2532 0.1521 0.0175
H 2.38961 5.49659 -0.75705 0.0000 0.0036 -0.3645
H 4.25077 0.81275 9.60308 0.0966 0.1765 0.1765
H -0.30303 -2.75589 3.65881 0.4686 0.1879 -0.1143
H 2.16956 1.98055 -1.81268 -0.0350 0.2617 -1.0497
H -2.37424 -0.91227 -7.00986 0.0067 0.0679 -0.1764
H -4.95683 -5.46228 -0.72559 -0.4958 -0.2088 -0.3061
H -0.75475 -3.47537 -0.86101 0.7679 -0.4610 -0.5166
H 2.15758 -4.56855 5.99394 -0.8350 -0.1372 0.4224
H 5.23969 -2.81325 -2.09404 -0.3316 0.0592 -0.0103
H 1.26999 0.21380 6.19210 -0.7141 -0.5091 -0.3513
H -1.17452 -6.61801 -0.36016 0.1704 0.4482 1.0499
H -7.19626 0.29684 1.96878 -0.2268 0.9222 -0.5943
H -5.81378 -0.27978 2.55737 0.9125 0.4294 0.3905
H -3.56152 3.84297 0.11277 0.1086 -0.3845 0.2249
H -0.55238 -4.13760 -2.89733 -0.2200 0.1638 -0.3953
H 1.43359 4.45033 5.92107 -0.2062 -0.0186 0.6803
H 0.08442 4.48183 4.01114 -0.2249 -0.3619 -0.6182
H -1.50446 0.68056 -0.36931 -0.1199 -0.0938 -0.2626
H 2.05762 5.57560 -4.77817 0.3826 -0.3156 0.1448
H 2.51342 -4.67268 0.71580 -0.1459 -0.7717 0.0330

2.
18
Properties=species:S:1:pos:R:3:forces:R:3 method="wB97M-V/def2-TZVPD" smiles="C=C.NCO.N"
O 0.65118 0.98414 -0.32551 -2.1601 -0.5425 0.3021
N 0.53622 -1.57258 2.32203 0.5412 -0.1977 -0.2939
N 1.90051 -1.07455 -0.80322 0.1994 1.5034 -4.1226
C -2.16296 2.06019 -1.29373 0.6555 -0.7249 0.7223
C -2.60642 0.83171 -0.92409 4.2406 -0.4943 0.5460
C 1.82168 0.26301 -0.28547 2.5349 -0.0596 1.1209
H 2.59368 0.93381 -0.72917 -0.6216 -0.6760 -0.3291
H -3.49928 0.35092 -1.01455 -3.3875 0.1876 0.3630
H -1.03425 2.19987 -1.58640 -2.3629 0.0743 1.3675
H 0.12101 -2.28661 1.69510 0.3661 0.5447 1.1825
H 1.47624 -1.16270 -1.76718 0.9489 0.5418 1.0769
H -0.07913 0.47696 0.12520 1.2138 0.7591 -0.4911
H -1.96104 -0.05023 -0.49770 -0.1130 1.7502 -1.6301
H 1.47582 -1.84192 2.63221 -0.4588 -0.1050 -0.5974
H 2.21899 0.13076 0.73084 -0.4805 0.2307 0.2383
H 1.39123 -1.73493 -0.33589 -1.4153 -1.6922 2.2509
H -2.87849 2.91620 -1.13092 0.8238 -0.8308 -1.3739
H 0.03500 -1.42404 3.18846 -0.5245 -0.2687 -0.3321

no.,gap between HOMO and LUMO (eV),energy (Ha)
1,2.33,-4021.5339
2,10.05,-306.1478